No. 1
{"formula": "C18H18Cl2N4O2S", "method": "ωB97M-V/def2-TZVPD", "largest_force_ev_per_a": 0.74, "e_lumo_ev": 0.197, "smiles": "CCCN(CC(=O)Nc1ccc(Cl)cc1Cl)Cc1cc(=O)n2ccsc2n1", "de_lowest_kj_mol": 0.0, "e_homo_ev": -8.33, "total_energy_ev": -64894.976, "elements": ["C", "C", "C", "N", "C", "C", "O", "N", "C", "C", "C", "C", "Cl", "C", "C", "Cl", "C", "C", "C", "C", "O", "N", "C", "C", "S", "C", "N", "H", "H", "H", "H", "H", "H", "H", "H", "H", "H", "H", "H", "H", "H", "H", "H", "H", "H"], "xyz": [[-2.596, 2.881, 3.265], [-1.303, 3.663, 3.068], [-1.106, 4.182, 1.639], [-0.784, 3.095, 0.721], [-1.895, 2.630, -0.092], [-1.850, 1.117, -0.292], [-2.356, 0.557, -1.239], [-1.206, 0.500, 0.737], [-0.734, -0.801, 0.807], [-1.052, -1.777, -0.135], [-0.503, -3.042, -0.060], [0.368, -3.354, 0.971], [1.066, -4.926, 1.061], [0.685, -2.414, 1.938], [0.133, -1.152, 1.850], [0.542, 0.024, 3.048], [0.417, 3.332, -0.077], [0.836, 2.057, -0.754], [1.653, 1.145, -0.146], [1.911, -0.137, -0.722], [2.581, -1.045, -0.279], [1.233, -0.308, -1.964], [1.247, -1.464, -2.707], [0.529, -1.373, -3.835], [-0.213, 0.190, -4.013], [0.486, 0.690, -2.511], [0.286, 1.849, -1.971], [-2.607, 1.976, 2.664], [-3.456, 3.491, 2.995], [-2.700, 2.592, 4.308], [-0.451, 3.032, 3.330], [-1.303, 4.521, 3.743], [-2.003, 4.724, 1.316], [-0.282, 4.900, 1.646], [-1.916, 3.092, -1.090], [-2.839, 2.859, 0.406], [-0.812, 1.151, 1.419], [-1.728, -1.520, -0.935], [-0.749, -3.783, -0.804], [1.366, -2.657, 2.738], [0.246, 4.098, -0.851], [1.210, 3.661, 0.596], [2.097, 1.346, 0.815], [1.808, -2.300, -2.332], [0.380, -2.125, -4.582]]}

No. 2
{"formula": "C3H9N3S", "method": "ωB97M-V/def2-TZVPD", "largest_force_ev_per_a": 3.51, "e_lumo_ev": 0.701, "smiles": "CCNC(=S)NN", "de_lowest_kj_mol": 67.6, "e_homo_ev": -8.21, "total_energy_ev": -18561.979, "elements": ["C", "C", "N", "C", "S", "N", "N", "H", "H", "H", "H", "H", "H", "H", "H", "H"], "xyz": [[-1.228, -1.515, -1.718], [-0.353, -1.021, -0.581], [-0.465, 0.421, -0.472], [0.204, 1.202, 0.419], [-0.013, 2.866, 0.451], [0.999, 0.538, 1.267], [1.775, 1.201, 2.261], [-1.112, -2.604, -1.825], [-2.317, -1.234, -1.532], [-0.998, -1.128, -2.629], [-0.681, -1.501, 0.346], [0.665, -1.282, -0.787], [-1.066, 0.902, -1.112], [1.142, -0.500, 1.255], [2.331, 1.923, 1.814], [1.117, 1.732, 2.843]]}

No. 3
{"formula": "C6H13N", "method": "ωB97M-V/def2-TZVPD", "largest_force_ev_per_a": 1.28, "e_lumo_ev": 1.139, "smiles": "CCCC/C=C/N", "de_lowest_kj_mol": 69.5, "e_homo_ev": -8.14, "total_energy_ev": -7922.112, "elements": ["C", "C", "C", "C", "C", "C", "N", "H", "H", "H", "H", "H", "H", "H", "H", "H", "H", "H", "H", "H"], "xyz": [[2.316, -0.205, -1.903], [1.292, 0.838, -1.437], [0.761, 0.471, -0.054], [-0.617, 1.074, 0.340], [-1.647, -0.004, 0.609], [-1.772, -0.537, 1.823], [-2.539, -1.679, 2.147], [2.751, 0.085, -2.859], [3.068, -0.396, -1.146], [1.775, -1.144, -2.041], [1.764, 1.823, -1.434], [0.442, 0.883, -2.119], [1.459, 0.788, 0.724], [0.723, -0.614, 0.055], [-0.500, 1.628, 1.271], [-0.952, 1.776, -0.428], [-2.410, -0.168, -0.146], [-1.151, -0.138, 2.618], [-2.766, -2.153, 1.281], [-1.996, -2.329, 2.700]]}

No. 4
{"formula": "C19H66N8O14", "method": "ωB97M-V/def2-TZVPD", "largest_force_ev_per_a": 9.94, "e_lumo_ev": -0.350, "de_lowest_kj_mol": 42.4, "e_homo_ev": -8.33, "total_energy_ev": -61354.963, "elements": ["C", "C", "O", "H", "H", "H", "H", "H", "H", "C", "C", "O", "H", "H", "H", "H", "H", "H", "C", "C", "O", "H", "H", "H", "H", "H", "H", "C", "C", "O", "H", "H", "H", "H", "H", "H", "C", "C", "O", "H", "H", "H", "H", "H", "H", "C", "O", "N", "N", "H", "H", "H", "H", "C", "O", "N", "N", "H", "H", "H", "H", "C", "O", "N", "N", "H", "H", "H", "H", "C", "O", "N", "N", "H", "H", "H", "H", "C", "O", "H", "H", "H", "H", "C", "O", "H", "H", "H", "H", "C", "O", "H", "H", "H", "H", "C", "O", "H", "H", "H", "H", "C", "O", "H", "H", "H", "H"], "xyz": [[-3.663, -2.766, 0.849], [-3.321, -1.908, -0.328], [-3.550, -0.532, -0.031], [-4.744, -2.693, 1.056], [-3.154, -2.337, 1.721], [-3.462, -3.808, 0.741], [-3.973, -2.228, -1.109], [-2.303, -2.194, -0.610], [-3.817, -0.590, 0.931], [-2.676, 2.207, -3.704], [-2.509, 2.158, -2.169], [-3.158, 3.296, -1.606], [-2.275, 1.291, -4.220], [-2.267, 3.212, -3.984], [-3.785, 2.294, -3.951], [-1.474, 2.122, -1.797], [-3.025, 1.277, -1.774], [-2.724, 4.142, -1.802], [1.409, -1.536, -4.391], [2.689, -1.698, -3.633], [2.393, -1.691, -2.216], [1.541, -1.493, -5.478], [0.894, -0.588, -4.210], [0.697, -2.319, -4.142], [3.380, -0.917, -3.882], [3.104, -2.671, -3.862], [1.753, -2.383, -2.017], [3.058, -2.914, 0.726], [2.772, -4.043, 1.638], [1.689, -4.725, 1.165], [4.072, -2.577, 0.744], [2.449, -2.051, 0.886], [2.906, -3.398, -0.271], [2.454, -3.665, 2.607], [3.608, -4.709, 1.657], [1.460, -5.354, 1.828], [2.123, 0.315, 2.511], [2.338, -0.387, 3.875], [1.076, -0.496, 4.446], [1.285, -0.085, 1.895], [3.033, 0.310, 2.000], [1.903, 1.339, 2.740], [3.100, 0.100, 4.515], [2.719, -1.388, 3.698], [0.857, 0.370, 4.845], [2.579, 3.609, 0.736], [1.453, 4.385, 1.010], [3.426, 3.185, 1.615], [2.892, 3.174, -0.405], [3.290, 3.485, 2.615], [4.160, 2.526, 1.336], [2.249, 3.310, -1.236], [3.467, 2.303, -0.522], [5.147, -0.159, -0.568], [4.060, 0.714, -0.354], [6.334, 0.078, -0.091], [5.128, -1.268, -1.281], [6.527, 0.917, 0.395], [7.140, -0.519, -0.144], [4.209, -1.373, -1.655], [5.725, -2.107, -1.136], [-0.096, -0.192, -0.737], [-0.672, -0.880, -1.850], [-0.852, 0.285, 0.244], [1.136, 0.024, -0.626], [-1.755, 0.293, -0.013], [-0.582, 1.058, 0.904], [1.731, -0.573, -1.236], [1.572, 0.308, 0.270], [-4.840, -0.178, 2.999], [-5.928, 0.511, 2.490], [-3.614, 0.145, 2.665], [-4.916, -1.206, 3.730], [-3.372, 0.953, 2.076], [-2.792, -0.411, 2.980], [-5.874, -1.568, 3.880], [-4.189, -1.469, 4.364], [-0.532, 2.577, 2.918], [-0.333, 2.533, 1.494], [0.191, 3.200, 3.379], [-0.381, 1.599, 3.382], [-1.578, 2.860, 3.181], [-0.184, 3.423, 1.102], [-2.183, -1.929, -4.430], [-2.888, -1.229, -3.387], [-2.768, -1.912, -5.332], [-2.071, -2.969, -4.119], [-1.159, -1.584, -4.701], [-2.215, -0.935, -2.738], [-3.991, 3.668, 1.521], [-3.356, 2.514, 1.076], [-3.786, 4.634, 1.068], [-3.717, 3.818, 2.513], [-5.008, 3.445, 1.485], [-3.413, 2.454, 0.107], [-0.415, -2.287, 2.248], [-1.143, -1.138, 2.446], [-0.817, -2.793, 1.304], [-0.514, -2.790, 3.180], [0.609, -2.105, 2.080], [-1.173, -0.631, 1.602], [0.821, 2.093, -3.645], [1.058, 2.356, -2.281], [-0.045, 1.382, -3.713], [1.667, 1.635, -4.066], [0.491, 2.979, -4.172], [1.203, 1.476, -1.846]]}

Orbital gap? In order: 8.5 8.9 9.3 8.0 eV.